The following is a quantum chemistry calculation of a molecular structure, C21H30IrN4OS2, from the OMol25 dataset.

The largest force on an atom is 0.5 eV/Å. Its spin multiplicity is 2. Its highest occupied orbital energy (alpha / beta) is -13.79 / -13.79 eV. The total charge is +2. Its expectation value of S² is 0.768.

Cartesian coordinates (Å):
Ir 0.52004 0.57863 0.08264
C 0.46503 3.51183 1.00775
N 0.48045 2.64282 -0.21474
C -0.78471 2.82406 -0.99633
C -1.94098 2.12875 -0.29213
N -1.68332 0.65244 -0.11455
C -2.14831 -0.09189 -1.30289
C -2.33404 0.20189 1.11360
C -3.66796 -0.14294 1.17503
C -4.23526 -0.47472 2.40487
C -3.48506 -0.44874 3.57569
C -2.15224 -0.09580 3.53105
C -1.56853 0.22175 2.29717
S 0.09790 0.67461 2.23213
C 1.68229 3.07624 -0.98211
C 1.71531 4.31506 -1.59976
C 2.88153 4.72854 -2.22537
C 4.00548 3.91689 -2.20735
C 3.97114 2.67851 -1.58476
C 2.80258 2.24602 -0.97272
S 2.71357 0.59473 -0.29168
H 0.40132 4.55316 0.69644
H 1.39597 3.35307 1.54652
H -0.37843 3.27086 1.65045
H -0.61692 2.41611 -1.99458
H -1.00050 3.88749 -1.10385
H -2.87001 2.27303 -0.84639
H -2.08983 2.55933 0.69722
H -3.19802 0.11468 -1.51229
H -2.00265 -1.15245 -1.12610
H -1.55572 0.21347 -2.16371
H -4.28451 -0.15272 0.28758
H -5.28178 -0.74530 2.44579
H -3.94532 -0.70496 4.51966
H -1.55211 -0.07019 4.43199
H 0.85344 4.97042 -1.60008
H 2.90961 5.68814 -2.72205
H 4.91648 4.24689 -2.68745
H 4.84387 2.03865 -1.58630
C 0.20315 -4.85183 -1.45621
N 0.39209 -3.40443 -1.31606
C 0.25769 -2.65194 -2.56687
C 0.64587 -2.71743 -0.18233
O 0.43315 -1.45047 -0.27377
N 1.11029 -3.27540 0.94858
C 1.31655 -4.69257 1.26316
C 1.53070 -2.45000 2.07490
H -0.27871 -5.02140 -2.41416
H -0.46293 -5.24356 -0.69036
H 1.14610 -5.39704 -1.46169
H 0.59272 -3.29468 -3.37620
H 0.88912 -1.76800 -2.55813
H -0.77547 -2.36865 -2.76324
H 1.17691 -5.34795 0.42236
H 0.63171 -4.98444 2.06071
H 2.33795 -4.81780 1.62014
H 1.68145 -1.42720 1.77187
H 2.48526 -2.82873 2.43801
H 0.80659 -2.50481 2.89097

Force components x, y, z for each atom (eV/Å):
-0.155 -0.157 0.198
-0.050 -0.048 0.020
0.219 -0.023 0.041
-0.079 -0.149 -0.044
0.092 0.104 0.060
0.290 0.305 0.181
0.041 -0.090 -0.075
0.099 0.054 0.163
0.090 -0.034 -0.021
-0.016 -0.011 0.024
-0.052 -0.023 0.025
0.022 0.019 -0.019
-0.012 0.042 -0.124
-0.278 -0.148 -0.273
0.169 -0.270 0.023
0.007 -0.046 0.066
0.034 0.022 -0.034
0.045 0.012 -0.023
-0.029 -0.005 0.008
-0.249 -0.001 0.037
-0.075 0.361 -0.297
0.010 0.002 0.017
-0.014 0.008 0.022
0.025 0.020 -0.034
0.010 0.018 0.006
-0.086 -0.003 0.001
0.009 0.015 -0.035
-0.013 -0.022 -0.014
0.013 0.007 -0.006
0.014 -0.031 -0.040
0.003 -0.013 -0.012
-0.015 -0.007 0.007
0.000 0.003 -0.004
0.000 0.001 0.000
-0.003 -0.001 -0.001
-0.002 -0.015 0.005
0.005 0.001 0.002
-0.001 -0.003 0.002
0.007 0.002 0.006
-0.130 0.041 -0.092
0.011 -0.084 0.035
0.114 0.002 0.008
0.200 0.170 -0.100
-0.151 -0.267 0.313
0.012 0.062 -0.028
0.081 -0.068 -0.031
-0.112 0.007 0.003
-0.046 0.015 -0.010
0.032 0.006 -0.017
-0.017 -0.001 -0.080
0.015 -0.004 -0.020
-0.042 -0.002 0.027
-0.072 0.032 0.002
0.051 0.037 0.147
0.012 -0.011 0.004
-0.008 -0.010 0.008
0.009 0.144 -0.045
-0.027 -0.013 0.016
-0.009 0.046 -0.001

Atom charges from the natural (NBO) analysis, given in e for atoms 1 to 8: number 1, Ir, carries 0.843; number 2, C, carries -0.416; number 3, N, carries -0.415; number 4, C, carries -0.255; number 5, C, carries -0.242; number 6, N, carries -0.482; number 7, C, carries -0.422; number 8, C, carries 0.250


The following is a quantum chemistry calculation of 3 unconnected molecules or ions with the total composition C21H30N2O4 in a non-equilibrium geometry, from the OMol25 dataset.

The largest force on an atom is 2.1 eV/Å. Its highest occupied orbital energy is -9.01 eV. Its structure (SMILES) is CC(=O)OCCCc1ccc2nccnc2c1.C1CCOC1.C1CCOC1.

Cartesian coordinates (Å):
C 2.33128 -3.92701 2.53066
C 3.54672 -3.23555 1.93482
O 4.62907 -3.42287 2.44274
O 3.47410 -2.44322 0.81208
C 2.81269 -1.17593 1.07150
C 1.34933 -1.30553 0.62934
C 0.47445 -0.05108 0.93196
C -0.93644 -0.60368 1.32211
C -1.73381 -0.11941 2.44627
C -2.92437 -0.70257 2.71154
C -3.45845 -1.77733 1.95556
N -4.65574 -2.30576 2.34496
C -5.00601 -3.30713 1.57803
C -4.27009 -3.77565 0.45171
N -3.12778 -3.26452 0.07082
C -2.71325 -2.23152 0.86222
C -1.47162 -1.61470 0.58675
H 1.60858 -3.18905 2.91919
H 1.76827 -4.52696 1.79981
H 2.58599 -4.57898 3.36968
H 3.32736 -0.43823 0.43999
H 2.93517 -0.89913 2.12775
H 0.92145 -2.13232 1.21002
H 1.23592 -1.56864 -0.42835
H 0.84065 0.57137 1.76209
H 0.40583 0.60275 0.05198
H -1.33410 0.69779 3.04793
H -3.50443 -0.32466 3.55334
H -5.93908 -3.82266 1.82357
H -4.65574 -4.62687 -0.11312
H -0.87625 -1.98840 -0.24695
C 1.66094 0.52027 -4.89640
C 1.96639 1.62649 -3.89696
C 1.52474 0.99336 -2.58718
O 1.73183 -0.41861 -2.72272
C 2.00155 -0.72667 -4.09522
H 2.22727 0.59648 -5.82378
H 0.59662 0.52728 -5.14468
H 3.04186 1.82094 -3.87577
H 1.45529 2.56515 -4.10843
H 0.45838 1.16401 -2.40189
H 2.08966 1.36408 -1.72898
H 3.06388 -0.97758 -4.18353
H 1.41405 -1.59474 -4.39622
C -0.49363 5.15323 0.10370
C -0.98480 4.39436 1.33070
C -1.70176 3.21798 0.69143
O -1.04336 2.93714 -0.52808
C -0.14479 4.00869 -0.84003
H 0.35008 5.81267 0.30341
H -1.30368 5.75460 -0.31608
H -0.12942 4.04290 1.91451
H -1.62691 4.97843 1.98863
H -2.74465 3.46877 0.46624
H -1.67927 2.32474 1.31055
H 0.87994 3.65738 -0.67070
H -0.24990 4.27611 -1.89251

Force components x, y, z for each atom (eV/Å):
-1.019 0.325 -0.251
1.536 -0.669 0.747
-0.688 0.161 -0.485
-0.448 -0.011 0.883
-0.467 -0.206 -1.274
-0.022 0.519 0.931
-1.109 -0.843 0.454
-0.243 1.120 0.571
1.527 -0.264 -1.380
-0.530 0.462 0.842
0.080 0.841 0.705
0.603 -0.598 -0.965
-0.809 -0.357 0.156
0.110 -0.209 -0.044
-0.487 0.133 0.504
0.375 -0.066 -0.323
0.589 -0.157 -0.643
0.270 -0.120 -0.182
0.305 0.298 -0.018
0.402 0.252 -0.279
0.022 -0.188 0.312
-0.167 -0.016 -0.220
0.152 0.155 -0.240
0.513 0.088 0.199
0.115 -0.298 -0.139
-0.112 -0.143 0.224
-0.231 -0.212 -0.026
-0.040 -0.261 -0.185
0.206 0.177 -0.064
0.040 0.234 0.101
-0.478 -0.123 0.067
-0.216 -0.012 -0.064
0.231 0.068 0.016
-0.258 -0.069 0.062
-0.006 0.159 -0.092
0.207 -0.082 0.051
0.016 -0.015 0.026
0.023 -0.013 -0.015
-0.022 0.021 0.008
-0.024 -0.025 0.019
0.023 0.109 0.035
0.011 -0.087 0.023
-0.013 -0.023 -0.083
-0.011 -0.013 0.099
-0.095 0.071 -0.085
0.208 -0.005 0.087
-0.466 0.004 0.237
0.428 0.150 -0.418
0.116 -0.096 0.027
0.013 -0.037 -0.017
0.020 -0.013 -0.003
-0.026 0.005 0.009
-0.013 -0.003 -0.040
-0.035 -0.028 0.134
-0.099 -0.088 0.042
0.033 0.066 -0.034
-0.039 -0.066 -0.003

Atom charges from the natural (NBO) analysis, given in e for atoms 1 to 8: number 1, C, carries -0.740; number 2, C, carries 0.797; number 3, O, carries -0.545; number 4, O, carries -0.537; number 5, C, carries -0.065; number 6, C, carries -0.437; number 7, C, carries -0.434; number 8, C, carries 0.026


The following is a quantum chemistry calculation of a single C21H30N4O2 molecule, from the OMol25 dataset.

The largest force on an atom is 1.0 eV/Å. Its highest occupied orbital energy is -8.30 eV. Its structure (SMILES) is CCCCN(C)CCCNC(=O)CCn1nc(-c2ccccc2)ccc1=O.

Cartesian coordinates (Å):
C -2.24711 -4.09026 -0.11490
C -2.64191 -2.80788 -0.83703
C -3.27822 -1.79457 0.11317
C -3.57679 -0.48154 -0.60916
N -3.85871 0.62736 0.29743
C -5.03569 0.38032 1.11002
C -3.99358 1.87897 -0.44778
C -2.65083 2.49572 -0.84254
C -1.83453 2.90080 0.38318
N -1.38997 1.72781 1.10072
C -0.08831 1.44871 1.25831
O 0.81088 2.21918 0.97216
C 0.20609 0.06679 1.84011
C 0.42896 -0.92318 0.68766
N 1.35650 -0.35996 -0.27209
N 2.62175 -0.40130 0.07879
C 3.52508 0.20977 -0.63407
C 4.91479 0.09857 -0.18019
C 5.30693 -1.01027 0.56920
C 6.61128 -1.13762 1.00432
C 7.54458 -0.15894 0.70170
C 7.16158 0.95172 -0.03100
C 5.85708 1.08243 -0.47074
C 3.15202 0.93681 -1.80315
C 1.85194 0.96212 -2.17218
C 0.84585 0.29093 -1.38482
O -0.35027 0.24660 -1.64088
H -3.11915 -4.55963 0.33583
H -1.79863 -4.79718 -0.80871
H -1.52728 -3.87994 0.67368
H -1.76120 -2.36439 -1.30611
H -3.35017 -3.04317 -1.63440
H -2.60163 -1.59875 0.94853
H -4.19417 -2.22679 0.52123
H -2.69712 -0.20617 -1.19356
H -4.41610 -0.63649 -1.31053
H -5.20799 1.23579 1.76226
H -5.93995 0.21275 0.50576
H -4.86965 -0.49307 1.73679
H -4.51783 2.59345 0.19351
H -4.60869 1.73118 -1.35162
H -2.84728 3.38014 -1.45056
H -2.06046 1.79824 -1.43656
H -2.43911 3.52532 1.05173
H -0.94280 3.45995 0.08934
H -2.11169 1.01424 1.17444
H 1.12387 0.14004 2.42536
H -0.61024 -0.27817 2.47347
H -0.50407 -1.10455 0.15303
H 0.84676 -1.85934 1.06322
H 4.57221 -1.76623 0.79837
H 6.90445 -2.00302 1.58059
H 8.56538 -0.25906 1.03980
H 7.88274 1.72312 -0.25868
H 5.56814 1.96690 -1.01815
H 3.90512 1.44089 -2.38914
H 1.50716 1.49488 -3.04517

Force components x, y, z for each atom (eV/Å):
-0.065 0.141 -0.227
-0.043 -0.043 0.293
-0.002 0.102 -0.457
0.137 -0.129 0.150
-0.213 -0.031 -0.025
0.035 -0.036 0.048
0.135 0.203 -0.208
-0.140 -0.035 0.254
0.058 0.165 -0.274
-0.257 0.035 0.061
-0.155 -0.330 0.603
0.393 0.169 -0.139
0.162 0.145 -0.323
-0.301 -0.126 0.312
-0.300 0.001 -0.562
0.916 0.048 0.313
-0.665 -0.083 0.065
0.435 -0.102 0.192
-0.041 0.066 -0.089
0.035 -0.021 0.047
0.059 0.035 0.013
0.136 0.022 0.003
-0.179 -0.105 0.002
-0.496 -0.034 -0.092
0.345 0.102 0.041
0.238 -0.146 -0.026
-0.254 0.114 -0.152
-0.057 -0.094 0.085
0.059 -0.131 0.005
0.087 -0.018 0.111
-0.003 0.058 -0.079
0.018 0.037 -0.092
0.031 0.012 0.118
0.013 -0.008 0.116
-0.037 -0.041 -0.053
0.010 0.055 -0.001
-0.039 -0.009 0.021
-0.043 -0.009 -0.030
-0.085 -0.032 0.044
-0.038 -0.023 -0.039
-0.069 -0.012 0.089
-0.015 0.027 -0.055
0.011 0.064 -0.080
0.056 0.063 -0.080
-0.146 -0.017 0.090
0.185 -0.068 0.108
-0.083 0.039 0.005
-0.014 -0.052 0.033
0.146 -0.073 0.085
-0.047 0.076 -0.105
-0.039 -0.076 0.018
0.013 -0.069 0.034
0.077 -0.005 0.023
0.045 0.060 -0.011
-0.029 0.086 -0.065
0.046 0.029 -0.061
-0.025 0.002 -0.056

Atom charges from the natural (NBO) analysis, given in e for atoms 1 to 8: number 1, C, carries -0.599; number 2, C, carries -0.395; number 3, C, carries -0.408; number 4, C, carries -0.223; number 5, N, carries -0.470; number 6, C, carries -0.409; number 7, C, carries -0.215; number 8, C, carries -0.430


Energy above the lowest of the compared OMol25 structures with the same formula, charge and spin for the records above, in order: 0.000; 3.746; 0.237 eV